# 1
C38H55MoNO2P2 | the ωB97M-V functional and the def2-TZVPD basis

CARTESIAN COORDINATES (ANGSTROEM)
Mo 1.9487 1.4095 -3.1951
C 0.8219 1.8755 -1.1252
C 1.3213 3.0545 -1.7833
C -0.2018 2.0153 -3.2078
C -0.1184 1.2430 -1.9972
C 0.6414 3.1786 -3.0515
C 1.1312 1.4280 0.2727
H 2.2017 1.4797 0.5045
H 0.7945 0.4022 0.4832
H 0.6365 2.0795 1.0104
C -1.0128 0.1094 -1.6002
H -1.7261 0.4180 -0.8163
H -0.4434 -0.7346 -1.1788
H -1.6055 -0.2612 -2.4480
C -1.1831 1.8021 -4.3094
H -2.1226 2.3308 -4.0916
H -1.4246 0.7410 -4.4444
H -0.7815 2.2005 -5.2448
C 0.7966 4.2785 -4.0364
H 0.1113 5.1085 -3.8303
H 0.5859 3.9213 -5.0469
H 1.8134 4.6745 -4.0061
C 2.2682 4.0559 -1.2140
H 1.7370 4.8022 -0.6104
H 2.7823 4.5922 -2.0171
H 3.0161 3.5969 -0.5599
C 1.0007 -3.4669 1.5938
C 1.9428 -2.8030 2.2767
C 3.4480 -2.9161 2.1919
C 4.0882 -3.2971 0.8355
C 3.6753 -2.2656 -0.2476
C 2.2739 -2.4663 -0.6181
C 1.6905 -3.7861 -0.8821
C 1.1714 -4.4298 0.4466
H 3.8318 -3.6213 2.9510
H 3.7839 -4.3149 0.5541
H 3.8332 -1.9297 2.4940
H 1.8402 -5.2576 0.7288
H -0.0234 -3.4120 1.9746
H 1.5979 -2.1964 3.1263
H 0.1857 -4.8704 0.2444
H 0.8556 -3.7203 -1.6065
H 1.5793 -1.7680 -0.1408
H 2.4472 -4.4370 -1.3393
H 5.1837 -3.3076 0.9361
H 3.8130 -1.2664 0.1885
P 4.5554 -2.0392 -1.9180
C 4.7869 -3.7642 -2.4009
C 6.2261 -1.3982 -1.6324
P 2.3741 -0.6121 -2.2951
C 3.8379 -1.1826 -3.2894
C 3.7347 0.7085 -1.2633
C 1.0628 -1.5321 -3.4040
H 3.9231 -4.1142 -2.9739
H 4.9376 -4.4317 -1.5441
H 5.6698 -3.8446 -3.0467
H 6.9656 -2.1978 -1.7898
H 6.3597 -0.9943 -0.6202
H 6.4368 -0.6060 -2.3624
H 1.4964 -2.4182 -3.8884
H 0.7267 -0.8266 -4.1886
H 0.1928 -1.8257 -2.8066
H 3.5639 -1.8366 -4.1230
H 4.4444 -0.3313 -3.6293
H 3.4198 1.7636 -1.4123
H 4.7866 0.6442 -1.5591
H 3.6250 0.4866 -0.1973
C -7.5235 2.7065 0.9225
C -6.0486 2.8333 1.2130
C -5.4090 4.0552 0.9832
C -4.0408 4.2068 1.2235
C -3.3127 3.1436 1.7341
C -3.9523 1.9285 2.0529
N -3.2007 0.9402 2.6602
C -3.4554 0.3656 3.8611
C -4.4976 0.7569 4.7444
C -4.7507 0.0221 5.9029
C -3.9535 -1.0848 6.2265
C -2.8768 -1.4385 5.4019
C -2.6040 -0.7221 4.2484
C -1.4294 -1.1240 3.4131
O -0.7241 -2.0647 3.7660
O -1.1775 -0.4278 2.2987
C -5.3247 1.7469 1.7075
C -5.9892 0.4200 1.8869
H -7.7293 1.9438 0.1584
H -8.0962 2.4371 1.8212
H -7.9142 3.6608 0.5539
H -6.0035 4.8855 0.5989
H -3.5489 5.1561 1.0139
H -2.2453 3.2283 1.9504
H -1.9317 0.2979 2.2185
H -5.0972 1.6333 4.4932
H -5.5787 0.3186 6.5490
H -4.1632 -1.6703 7.1230
H -2.2332 -2.2805 5.6518
H -5.2604 -0.3862 2.0034
H -6.6386 0.4174 2.7741
H -6.6228 0.1774 1.0245

Values from the calculation:
- HOMO level (alpha / beta): -11.911 / -12.228 eV
- Gap between HOMO and LUMO (alpha / beta): 5.65 / 5.99 eV
- 2S+1: 3
- Energy above the lowest of the compared OMol25 structures with the same formula, charge and spin: 0.2396 eV
- <S²>: 2.09
- Charge: +2
- LUMO (alpha / beta): -6.264 / -6.242 eV

Atomic partial charges in e from the Löwdin method, atoms 1 to 5: atom 1 (Mo): 1.11, atom 2 (C): -0.26, atom 3 (C): -0.32, atom 4 (C): -0.32, atom 5 (C): -0.26



# 2
C22H30N6O5S | the ωB97M-V functional and the def2-TZVPD basis

CARTESIAN COORDINATES (ANGSTROEM)
O 2.9413 0.2420 -3.4325
O 5.3417 -2.5912 2.5466
O -3.6487 2.4343 -2.5317
O 0.6737 -2.8602 1.0929
N 0.1619 1.0353 -2.9416
O -0.5196 3.6804 2.2106
S -1.0144 3.2203 -3.7175
C 2.5200 1.3004 -3.8915
C 4.7180 -3.2515 1.7256
C -3.2221 1.4594 -1.9262
C 1.2040 -2.0943 1.8905
C -0.9733 1.6698 -2.8881
C 0.6489 2.9542 -4.1561
C 1.1195 1.7557 -3.6663
C 1.4081 2.3524 2.7681
C 0.1907 1.9876 0.6813
C 2.2986 1.3159 2.4264
C 1.0750 0.9451 0.3488
C 0.3509 2.6876 1.8930
C 2.1257 0.6073 1.2215
N -1.9313 1.0240 -2.1417
N 0.4962 -1.4729 2.8437
N -4.3147 -0.9449 0.9280
N -5.2151 -0.0902 -1.5678
N 3.4799 -2.9532 1.3391
C 3.4966 2.1493 -4.7037
C 5.3460 -4.4764 1.1025
C -0.9461 -1.6308 3.0310
C -5.7574 -0.6307 0.8335
C -6.2299 -0.6457 -0.6412
C -3.4208 -0.0497 0.1527
C -4.1778 0.7679 -0.9265
C 3.0056 -0.5874 0.9129
C 2.7146 -1.7977 1.8152
H -0.2727 4.1382 3.0143
H 1.2300 3.6579 -4.7409
H 1.5362 2.8902 3.6945
H -0.6120 2.2629 0.0170
H 3.1140 1.0578 3.0894
H 0.9480 0.3951 -0.5746
H -1.6438 0.1428 -1.7358
H 0.9799 -0.8079 3.4265
H -4.1598 -1.9115 0.6370
H -5.6544 0.3897 -2.3585
H 3.0202 -3.5551 0.6724
H 3.1104 2.3059 -5.7141
H 3.6478 3.1182 -4.2205
H 4.4642 1.6435 -4.7769
H 5.3666 -4.3615 0.0205
H 4.7637 -5.3551 1.3703
H 6.3628 -4.5814 1.4780
H -1.2034 -2.6923 3.0461
H -1.4795 -1.1565 2.2051
H -1.2598 -1.1726 3.9698
H -6.3418 -1.3512 1.4150
H -5.9408 0.3605 1.2618
H -7.1599 -0.0729 -0.7184
H -6.4496 -1.6756 -0.9406
H -2.9138 0.6438 0.8323
H -2.6541 -0.6741 -0.3164
H -4.6983 1.5803 -0.4078
H 2.8553 -0.8793 -0.1283
H 4.0514 -0.2991 1.0271
H 3.0475 -1.5527 2.8242

Values from the calculation:
- HOMO level: -8.485 eV
- Gap between HOMO and LUMO: 8.73 eV
- 2S+1: 1
- SMILES: CC(=O)c1csc(NC(=O)[C@@H]2CNCCN2)n1.CNC(=O)[C@H](Cc1ccc(O)cc1)NC(C)=O
- LUMO: 0.245 eV

Atomic partial charges in e from the Löwdin method, atoms 1 to 5: atom 1 (O): 0.07, atom 2 (O): 0.03, atom 3 (O): 0.04, atom 4 (O): 0.05, atom 5 (N): 0.11



# 3
C6H19N2 | the ωB97M-V functional and the def2-TZVPD basis

CARTESIAN COORDINATES (ANGSTROEM)
C 2.4120 1.0288 -0.8640
C 1.4368 1.8866 -0.0751
C 1.4734 3.3444 -0.5045
N 0.0762 1.3091 -0.2139
H 3.4012 1.4809 -0.8427
H 2.4897 0.0217 -0.4625
H 2.1201 0.9572 -1.9138
H 1.7006 1.8198 0.9816
H 0.7159 3.9274 0.0264
H 2.4437 3.7702 -0.2656
H 1.2939 3.4365 -1.5766
H -0.1739 1.3018 -1.2009
H -0.6031 1.9082 0.2486
C -2.0638 -1.6125 -0.7990
C -1.5756 -1.6789 0.6395
C -1.6268 -3.0764 1.2046
N -0.1514 -1.1668 0.7086
H -1.8878 -0.6335 -1.2424
H -1.5827 -2.3742 -1.4078
H -3.1348 -1.7989 -0.8303
H -2.1516 -0.9865 1.2540
H -1.0206 -3.7476 0.6006
H -2.6482 -3.4551 1.1880
H -1.2995 -3.1216 2.2434
H -0.0539 -0.0629 0.2959
H 0.1598 -1.2371 1.6765
H 0.4507 -1.8067 0.1905

Values from the calculation:
- HOMO level: -14.416 eV
- Gap between HOMO and LUMO: 11.67 eV
- 2S+1: 1
- Energy above the lowest of the compared OMol25 structures with the same formula, charge and spin: 0.0000 eV
- Charge: +1
- LUMO: -2.744 eV

Atomic partial charges in e from the Löwdin method, atoms 1 to 5: atom 1 (C): -0.06, atom 2 (C): -0.47, atom 3 (C): -0.06, atom 4 (N): 0.03, atom 5 (H): 0.09



# 4
C12H4BBrF4IrN4OS5 | the ωB97M-V functional and the def2-TZVPD basis

CARTESIAN COORDINATES (ANGSTROEM)
Ir -17.0752 2.7052 5.4419
O -21.1365 7.3961 6.9728
C -20.2718 6.3625 6.7500
C -19.1132 6.2600 7.5049
C -18.2530 5.2182 7.2030
N -18.5017 4.3298 6.2316
C -19.6417 4.4530 5.5610
Br -19.9663 3.0989 4.2922
C -20.5738 5.4362 5.7587
H -20.9058 7.9478 7.7375
H -18.9109 6.9616 8.2914
H -17.3324 5.0307 7.7142
H -21.4993 5.4626 5.1947
S -11.5157 -1.6395 7.1619
C -12.7106 -0.6020 6.7436
S -13.0357 0.9296 7.4968
C -14.4355 1.3801 6.5369
C -14.8044 0.4914 5.5814
S -16.1280 0.7746 4.5397
S -13.8209 -0.9854 5.4580
S -15.1665 2.9086 6.8045
F -18.6299 1.3183 9.1777
B -19.3330 1.3690 8.0010
F -20.1071 0.2437 7.7841
F -20.0225 2.5605 7.8155
F -18.2911 1.3520 6.8905
N -16.4509 4.2311 3.9469
C -15.8488 5.1327 3.5056
C -15.0918 6.2227 3.0492
C -15.7674 7.2240 2.2805
N -16.2612 8.0272 1.6161
C -13.6878 6.2087 3.3108
N -12.5779 6.0896 3.5899

Values from the calculation:
- HOMO level (alpha / beta): -5.203 / -5.825 eV
- Gap between HOMO and LUMO (alpha / beta): 6.90 / 5.75 eV
- 2S+1: 5
- Energy above the lowest of the compared OMol25 structures with the same formula, charge and spin: 0.0000 eV
- <S²>: 6.02
- Charge: -1
- LUMO (alpha / beta): 1.700 / -0.070 eV

Atomic partial charges in e from the Löwdin method, atoms 1 to 5: atom 1 (Ir): 0.82, atom 2 (O): 0.07, atom 3 (C): -0.28, atom 4 (C): 0.02, atom 5 (C): -0.09



Number 1: strongest force on any atom 4.212 eV Å⁻¹. Number 2: strongest force on any atom 2.136 eV Å⁻¹. Number 3: strongest force on any atom 0.377 eV Å⁻¹. Number 4: strongest force on any atom 1.268 eV Å⁻¹.